The following is a DFT calculation (ωB97M-V/def2-TZVPD) of one molecule with the formula C4H11NOS in a non-equilibrium geometry.

XYZ file:
```
18
Properties=species:S:1:pos:R:3:nbo_charge:R:1
C -2.57 0.43 0.46 -0.631
C 2.26 -1.13 -0.37 -0.836
C 1.43 1.52 -0.26 -0.820
C -1.77 -0.77 -0.02 -0.285
N -0.68 -0.66 -0.81 -0.718
O 0.88 -0.38 1.67 -0.925
S 0.82 -0.15 0.22 1.736
H -2.68 1.15 -0.36 0.195
H -3.59 0.25 0.84 0.210
H -2.09 1.01 1.21 0.196
H 2.78 -1.56 0.52 0.268
H 1.85 -2.01 -1.07 0.271
H 2.96 -0.48 -0.94 0.233
H 2.44 1.67 -0.32 0.226
H 1.10 1.48 -1.27 0.243
H 0.99 2.41 0.20 0.255
H -2.42 -1.37 -0.59 0.223
H -1.71 -1.41 0.92 0.159
```

Output
Relative energy (zero: lowest compared OMol25 entry of this formula, charge and spin) (eV): 5.185
LUMO (eV): 0.552
SMILES: CCN=S(C)(C)=O